1.
Entry from the Open Molecules 2025 dataset: a single C4H8N2O2 molecule in a non-equilibrium geometry (ωB97M-V/def2-TZVPD).

The frontier orbital gap is 9.95 eV. As for the HOMO energy: -9.10 eV. The calculation puts the energy above the lowest of the compared OMol25 structures with the same formula, charge and spin at 6.955 eV. The value obtained for the strongest force on any atom is 10.32 eV Å⁻¹. As for the total energy: -417.00035 hartree.

Each line ends with the Löwdin charge.
Positions of all 16 atoms, in Å:
C -1.79 0.62 1.35  -0.09
C -0.92 -0.68 1.08  -0.21
C 1.36 0.06 0.64  -0.15
C 1.06 -0.67 -2.46  -0.33
H -2.81 0.49 1.31  0.03
H -1.37 1.21 2.30  0.13
H -1.57 1.13 0.46  0.02
H -1.18 -1.25 2.17  0.15
H -1.20 -1.21 0.19  0.09
H 2.40 0.10 0.86  0.10
H 1.98 1.33 -1.03  0.14
H 0.10 -0.98 -3.17  0.18
N 0.56 -0.52 1.21  0.03
N 0.90 1.11 -0.68  0.03
O 0.24 0.17 -1.69  -0.16
O 2.25 -0.91 -2.55  0.05

=====

2.
Entry from the Open Molecules 2025 dataset: a single C4H8N2O2 molecule in a non-equilibrium geometry (ωB97M-V/def2-TZVPD).

The frontier orbital gap is 9.84 eV. As for the HOMO energy: -9.15 eV. The calculation puts the energy above the lowest of the compared OMol25 structures with the same formula, charge and spin at 3.753 eV. The value obtained for the strongest force on any atom is 4.70 eV Å⁻¹. As for the total energy: -417.11802 hartree.

Each line ends with the Löwdin charge.
Positions of all 16 atoms, in Å:
C 1.60 0.59 -0.67  -0.19
C 1.05 -0.66 0.03  -0.38
C 0.15 -0.48 1.16  -0.16
C -2.72 0.23 -0.69  -0.02
H 0.43 1.94 0.12  0.09
H 0.95 0.57 -1.65  0.16
H 2.69 0.55 -0.91  0.13
H 0.05 -1.49 1.53  0.12
H 0.72 0.10 1.98  0.16
H -1.74 0.36 1.55  0.14
H -3.08 -0.04 -1.63  0.04
H -3.21 0.83 0.03  0.06
N -1.09 0.15 0.80  -0.09
N -1.60 -0.26 -0.36  -0.04
O 1.40 1.76 0.09  -0.09
O 1.29 -1.77 -0.47  0.06

=====

3.
Entry from the Open Molecules 2025 dataset: 3 unconnected molecules or ions with the total composition C4H8N2O2 in a non-equilibrium geometry (ωB97M-V/def2-TZVPD).

The frontier orbital gap is 7.80 eV. As for the HOMO energy: -7.24 eV. The calculation puts the energy above the lowest of the compared OMol25 structures with the same formula, charge and spin at 3.714 eV. The value obtained for the strongest force on any atom is 4.21 eV Å⁻¹. As for the total energy: -417.11948 hartree.

Each line ends with the Löwdin charge.
Positions of all 16 atoms, in Å:
C -1.22 1.67 -0.39  -0.04
C -0.39 0.84 0.21  -0.24
C -3.51 0.00 -0.04  -0.45
C 0.35 1.30 1.41  -0.14
N -0.10 2.04 2.40  0.04
N 0.24 -2.13 -1.28  -0.01
O -3.06 -0.38 0.96  0.20
O -4.01 0.39 -1.00  0.20
H -1.69 1.31 -1.28  0.04
H -1.50 2.64 0.08  0.08
H -0.01 -0.15 -0.01  0.05
H 0.45 2.43 3.15  0.09
H -1.14 2.14 2.52  0.12
H 0.96 -2.50 -1.93  0.03
H -0.67 -2.26 -1.76  0.02
H 0.16 -2.62 -0.39  0.02

=====

> Which formula does entry 1 have?

C4H8N2O2

=====

> What is the frontier orbital gap in the second record?

9.84 eV

=====

> What is the strongest force on any atom in the third record?

4.21 eV Å⁻¹